110
Properties=species:S:1:pos:R:3 method="wB97M-V/def2-TZVPD" lumo_ev=1.87 e_tot_ha=-3330.24987 max_force_ev_per_a=1.197 gap_ev=7.00 charge=-1
C 0.47 -2.65 -0.38
H -6.76 -4.90 -1.82
C 4.92 -2.05 2.10
C -0.56 0.01 -2.20
C -0.20 4.74 -0.07
O -8.46 -3.41 -0.77
H -2.51 12.05 3.72
H -2.67 10.81 2.46
C -1.18 10.38 3.95
C 1.97 -3.22 1.57
H -0.16 1.46 -5.76
H 1.04 -0.54 -7.85
H 1.03 -5.48 7.65
H -1.10 1.64 2.02
H 0.05 -2.15 0.49
H 1.67 -6.82 8.59
H 2.35 -3.78 -0.45
H 0.07 5.60 -0.66
H 1.13 -3.33 -4.30
H -5.48 -3.55 -3.52
H 1.52 -0.77 -0.58
C 1.62 -1.30 -4.69
C -0.90 3.68 -0.65
H 1.68 2.51 -2.77
O -1.66 -0.32 -4.28
C -1.24 2.55 0.08
C 3.18 -5.63 7.64
O 2.16 -5.06 5.22
H -0.13 0.37 -0.10
H 2.99 0.30 -5.84
F -6.71 -1.92 1.74
C 1.84 -5.78 8.31
C -0.15 3.56 2.03
C -7.54 -3.30 -0.02
F 2.17 8.93 1.00
N 0.45 -1.05 -2.37
O 3.30 -6.51 6.51
C -5.78 -3.11 -2.57
C 0.29 2.09 -5.00
H 3.74 -0.77 -6.99
H -2.65 1.01 0.28
F -8.85 -2.15 1.57
C 1.48 -3.66 0.19
H -5.01 -2.40 -2.26
C 1.91 0.09 -7.70
H 1.51 1.68 -1.26
C 2.78 -0.48 -6.57
H -1.19 3.75 -1.69
N 0.01 1.30 -2.64
H -1.43 -0.76 -0.37
C -5.98 -4.19 -1.53
H -5.05 -4.75 -1.39
H 1.79 -5.17 9.21
H 2.10 0.80 -2.72
H 1.33 1.83 -4.87
F 2.20 -6.87 3.22
F -7.64 -3.79 2.29
C -1.81 -0.39 -3.05
H 0.22 3.13 -5.33
H 0.75 5.47 1.75
H 4.68 -1.17 1.50
F 2.77 -8.36 4.68
C 2.99 -7.11 4.26
C 2.74 -6.08 5.38
O -1.63 2.45 -3.72
H 3.36 -4.60 7.32
H 1.11 -0.34 -4.74
C 4.37 -3.26 1.39
H 6.00 -2.14 2.10
H 2.42 -1.20 -3.95
F 4.27 -7.04 3.84
C 0.62 9.72 2.60
H 1.56 1.10 -7.49
O -6.28 -3.64 -0.23
H -1.30 11.91 2.44
F 0.25 7.94 1.08
O 2.19 -1.60 -5.96
F 1.70 7.63 2.67
H 2.09 -2.02 -1.62
H 3.99 -5.91 8.31
H 1.24 -3.46 2.34
H 0.14 3.48 3.07
C -0.85 2.52 1.44
H -2.53 1.58 -1.37
C 1.40 1.55 -2.33
H -0.35 -3.13 -0.89
H 2.47 0.15 -8.63
H -1.85 9.83 4.61
O 4.89 -3.66 0.38
H 2.14 -2.15 1.60
H 0.96 -4.60 0.33
C 0.63 -2.36 -4.34
H -0.15 -2.38 -5.10
C -1.00 0.16 -0.73
O -0.03 -2.15 -3.09
C 1.19 8.53 1.81
C 1.17 -1.56 -1.23
O -0.53 9.37 3.15
H -0.45 10.89 4.57
C -7.69 -2.77 1.42
C -1.96 11.35 3.09
H -6.70 -2.55 -2.73
C 0.19 4.69 1.27
O -2.81 -0.78 -2.42
H 4.54 -1.95 3.11
N 3.24 -3.86 1.97
C -0.54 1.97 -3.74
O 1.17 10.78 2.70
C -1.96 1.35 -0.49
H 3.23 -4.85 1.77

90
Properties=species:S:1:pos:R:3 method="wB97M-V/def2-TZVPD" lumo_ev=0.67 e_tot_ha=-1838.19473 max_force_ev_per_a=4.204 gap_ev=3.30 charge=-1
H 2.30 -3.11 -0.33
H -0.02 3.73 -3.72
H -0.55 1.91 6.16
Si 0.05 -2.51 3.43
C -1.35 1.63 2.68
C 3.18 -3.23 -1.02
H 1.69 1.21 -2.63
H -0.75 -4.64 4.47
H -3.85 -0.09 -6.12
C -3.12 -0.50 -5.37
H -3.05 -5.79 -3.80
O -3.07 5.02 4.31
C -1.13 -3.57 4.53
H -5.16 6.48 3.66
H -1.38 6.89 -2.00
C -1.06 -1.61 -3.97
H 1.81 2.04 -4.24
H 2.38 -0.79 3.09
C -1.09 -3.11 -3.67
H -1.67 6.23 -3.71
H -0.09 2.42 -0.83
C -0.89 -5.78 -3.11
H -0.30 5.08 -1.15
H 3.59 -3.21 -3.20
C 3.67 -0.93 0.06
H -3.06 6.96 -2.72
H 2.54 -1.01 0.17
H 2.19 -3.82 3.81
H 4.45 -0.29 2.04
C -0.62 2.89 -1.72
N 0.29 -5.12 -2.87
H 2.33 -0.76 -3.10
H 4.13 -1.45 -2.08
H 5.24 -2.30 -0.86
C 3.71 -2.38 2.30
C 1.83 -2.77 4.07
H 3.89 0.11 -0.35
C 2.75 -3.59 -2.52
H -1.56 4.14 -0.16
C -1.00 0.18 2.51
C -0.44 -0.66 3.61
C -5.20 5.41 3.45
C -2.11 6.34 -2.67
C 0.17 -3.75 -3.17
H 2.99 -3.02 1.71
C -1.14 4.33 -1.20
C 4.42 -1.25 1.43
H -3.33 4.87 -1.52
C -3.79 4.83 3.20
H -1.03 1.21 -3.91
H -0.91 -6.90 -2.93
C -0.09 -2.96 1.57
C 1.43 -2.89 -3.00
H -1.15 -0.27 1.48
C -0.65 1.42 5.15
C -2.15 -5.13 -3.62
C 2.89 -1.72 3.50
C -2.36 4.86 -2.10
H 1.31 3.70 -2.44
C 1.43 -1.41 -3.26
H 0.16 -0.64 5.85
C -0.26 -0.04 4.99
H 3.80 -4.12 -0.65
H -0.07 -2.05 0.88
H -1.46 3.36 4.23
H -2.48 4.16 -2.99
C 1.07 1.73 -3.43
H 2.75 -4.71 -2.62
C -1.19 2.27 4.03
H 1.81 -2.67 5.19
H 3.67 -1.41 4.27
C -2.35 -0.94 -4.53
H -3.96 3.78 2.86
H 4.50 -3.09 2.71
C 4.17 -1.97 -1.06
H -5.83 5.27 2.56
H -3.44 5.31 2.25
H 5.46 -1.60 1.18
H 0.16 0.85 -5.25
H -2.17 -3.43 4.12
H -1.75 2.19 1.78
C 0.00 0.78 -4.12
H 0.73 -3.68 1.23
H -1.54 2.31 -2.03
H -1.08 -3.48 1.38
N -2.29 -3.79 -3.89
C 0.44 3.11 -2.89
H -1.02 -3.17 5.58
H -5.70 4.91 4.29
C 0.15 -0.75 -3.76

93
Properties=species:S:1:pos:R:3 method="wB97M-V/def2-TZVPD" lumo_ev=-0.86 e_tot_ha=-2193.35896 max_force_ev_per_a=1.675 gap_ev=8.47
H 7.38 -1.39 1.39
H 6.72 3.69 -3.74
H 6.87 3.38 -1.53
O -7.00 -4.91 0.17
C 6.21 0.41 1.05
H -7.38 0.69 3.89
H 0.95 -4.92 0.44
H -7.27 1.35 2.26
O -2.63 0.56 2.65
H -2.02 -3.65 -2.05
H 6.69 0.63 2.01
H 1.65 3.64 -3.21
C -5.37 -3.06 1.06
H -3.25 1.77 5.27
C 0.74 1.36 -1.36
H 5.13 3.58 -1.42
H 7.42 -0.80 -0.30
H -1.07 1.42 0.79
C -1.11 -1.94 -1.13
H -4.02 -4.13 -1.54
H 0.42 -1.08 -2.33
H 2.47 -3.43 0.30
N 1.63 -3.01 -0.08
H 1.38 -2.25 0.55
H -5.70 -3.80 -1.96
H -7.43 -3.14 1.67
H 5.13 0.36 1.27
C -0.08 -4.34 -1.35
C 0.52 -4.00 0.02
H 3.30 4.45 -0.68
C -2.88 -0.27 1.79
C 5.91 2.96 -1.87
H 2.56 1.98 -0.42
H -0.23 -3.68 0.74
C -6.78 1.33 3.23
C 6.78 -0.97 0.58
H -6.74 2.32 3.70
C -5.31 -0.60 2.41
C -0.22 0.31 -0.84
C -6.50 -2.58 1.68
C 6.57 1.57 0.11
H 4.31 5.00 -2.85
C 4.58 3.21 -4.10
H 3.24 4.98 -4.25
S -5.59 -4.65 0.24
H 0.28 3.86 -0.80
C -5.04 -4.52 -1.46
C -4.87 0.51 4.63
H 0.17 2.03 -2.02
H 6.19 0.74 -1.91
H 6.30 1.99 -3.74
H -4.68 1.98 6.28
C -1.02 -3.23 -1.95
C -2.90 -2.78 0.47
H -5.75 0.20 5.22
C -4.20 -2.31 1.12
C -5.35 0.71 3.16
H -5.11 -5.51 -1.92
C 1.29 3.70 -0.39
C 5.94 2.99 -3.42
H 6.25 2.50 0.59
H -4.10 -0.27 4.64
C -6.45 -1.38 2.36
C 1.48 2.16 -0.25
O -2.62 -3.96 0.42
H -0.34 -6.29 -1.27
H 4.80 3.52 -5.14
H 2.01 5.41 -1.43
C -1.94 -0.50 0.63
C -0.26 -0.91 -1.49
C -1.07 0.48 0.23
H 7.65 1.67 -0.07
H 4.02 2.27 -4.21
H 1.39 4.12 0.62
H -4.73 1.49 2.70
H 1.46 0.87 -2.01
H -4.63 2.70 4.64
C -4.16 -1.08 1.77
H 4.76 1.37 -0.98
O -0.90 -5.51 -1.26
C 3.72 4.34 -3.49
C 2.37 4.38 -1.26
C -4.34 1.83 5.24
H 5.95 -1.63 0.32
H 1.27 1.79 0.76
C 2.57 3.71 -2.62
H -0.63 -2.98 -2.94
C 5.82 1.53 -1.25
H 2.87 2.67 -2.43
H -7.37 -1.07 2.84
C -1.96 -1.72 -0.04
O -4.85 -5.65 0.94
H 0.69 -4.54 -2.10